No. 1
ORCA calculation (the ωB97M-V functional and the def2-TZVPD basis) on a molecular structure, C30H70ClN10O14Pt.

Properties
* lowest unoccupied orbital energy (spin up / spin down): -2.6 / -4.6 eV
* HOMO level (spin up / spin down): -0.3916 / -0.3916 Eh
* calculated total energy: -91571.0505 eV
* molar mass: 1025.48 g mol⁻¹
* expectation value of S²: 2.003
* ΔE to the lowest compared entry with this formula, charge and spin: 0.0 kcal per mole
* net charge: +1
* multiplicity: 3
* Kohn-Sham gap (spin up / spin down): 0.2945 / 0.2215 Eh

Structure (XYZ):
```
126
Properties=species:S:1:pos:R:3:forces:R:3
Pt 1.8407 -3.0967 1.3834 -0.4 0.9 -0.2
Cl -0.2426 -0.3730 0.9924 0.2 1.1 -0.2
O -1.0272 -0.4913 2.1830 0.2 -0.1 0.2
O 0.2377 -1.7068 0.5820 -0.1 -0.8 -0.4
O -1.0285 0.1664 -0.0721 0.0 -0.5 0.0
O 0.9220 0.4529 1.2080 -0.3 -0.2 0.2
C -0.7447 -3.1043 4.9951 -0.3 0.0 0.4
C -0.4835 -3.9086 3.7605 -0.3 0.7 -0.1
O 0.3332 -3.5130 2.9227 0.3 -0.4 0.3
N -1.2347 -4.9873 3.5572 -0.1 -0.4 -0.4
C -1.0714 -5.8247 2.3886 -0.3 -0.4 -0.5
H 0.1736 -2.6744 5.3843 0.1 -0.1 -0.1
H -1.2228 -3.7019 5.7721 0.1 0.0 0.0
H -1.4126 -2.2704 4.7702 0.1 0.0 -0.2
H -2.0199 -5.1918 4.1496 0.2 0.1 0.3
H -1.9925 -6.3753 2.1979 0.0 0.0 0.3
H -0.2686 -6.5523 2.5209 0.0 0.1 0.0
H -0.8886 -5.2565 1.4786 0.2 0.3 0.2
C -6.3356 -0.3770 0.4216 0.4 -0.3 -0.4
C -6.0449 1.0728 0.6790 -0.1 0.1 0.1
O -6.5695 1.9610 0.0256 0.1 0.0 0.1
N -5.2088 1.3735 1.7129 0.0 0.0 -0.3
C -4.2109 0.4978 2.3132 0.1 1.0 -0.1
H -5.4579 -0.9290 0.0695 0.1 0.2 0.2
H -7.0457 -0.4344 -0.3973 -0.3 0.0 0.2
H -6.6831 -0.8683 1.3295 -0.2 0.0 -0.1
H -5.1613 2.3649 1.8889 0.1 0.0 0.2
H -3.7460 -0.1280 1.5553 -0.2 -0.4 0.2
H -4.6149 -0.0119 3.1863 0.1 -0.4 -0.2
H -3.3966 1.1414 2.6500 0.0 -0.1 0.2
C -1.4075 3.5928 2.7957 -0.1 -0.9 -0.1
C -0.3679 3.3859 3.8808 -0.2 0.4 0.9
O -0.1635 4.2236 4.7467 0.2 -0.3 -0.4
N 0.2558 2.1796 3.8634 -0.3 -0.2 -0.6
C 1.2552 1.7310 4.7934 0.3 0.2 0.2
H -1.6084 2.6480 2.2771 0.2 0.2 -0.2
H -1.0757 4.3311 2.0707 -0.1 0.1 0.1
H -2.3551 3.8687 3.2546 0.1 0.4 0.1
H -0.0491 1.5422 3.1515 0.2 -0.2 -0.1
H 1.5390 0.6994 4.5832 -0.4 0.1 -0.2
H 0.8955 1.7912 5.8218 0.1 0.1 0.0
H 2.1804 2.3106 4.6987 -0.1 0.2 0.2
C 1.9057 -6.6821 -0.8097 0.4 -0.1 -0.3
C 1.2631 -5.3396 -0.9632 -0.1 0.0 0.1
O 1.0961 -4.5914 0.0142 -0.2 -0.3 0.1
N 0.8183 -4.9894 -2.1644 0.1 0.5 -0.4
C 0.2339 -3.6764 -2.4342 0.2 0.3 0.2
H 1.2342 -7.3589 -0.2855 0.0 0.0 0.1
H 2.8274 -6.5764 -0.2379 -0.1 0.0 0.2
H 2.1862 -7.1199 -1.7677 -0.2 -0.1 0.0
H 1.0044 -5.5866 -2.9526 -0.1 -0.2 0.1
H 0.6007 -2.9553 -1.7037 -0.1 -0.1 0.2
H -0.8522 -3.7099 -2.3738 0.0 0.0 0.0
H 0.5477 -3.2950 -3.4049 -0.1 -0.3 -0.1
C 4.6016 4.7488 -1.5980 0.0 0.2 -0.5
C 3.5921 4.8560 -0.4759 0.0 0.1 0.0
O 2.8970 5.8379 -0.3124 -0.1 -0.1 0.1
N 3.5548 3.7733 0.3580 -0.5 0.6 -0.7
C 2.6181 3.6398 1.4618 0.9 -1.1 0.4
H 4.5303 3.7881 -2.1124 0.2 -0.1 0.2
H 5.6164 4.9456 -1.2492 0.0 -0.3 0.2
H 4.4115 5.5139 -2.3479 -0.3 0.1 0.1
H 4.0903 2.9781 0.0600 -0.1 -0.1 0.2
H 1.9417 4.4686 1.6267 0.3 0.4 -0.4
H 3.2645 3.5057 2.3363 -0.5 0.1 0.4
H 2.0231 2.7292 1.3477 -0.1 0.1 0.0
C -2.4777 -3.0634 -6.1644 -0.2 0.0 0.6
C -1.7819 -1.7694 -5.8048 0.7 -0.4 -0.1
O -1.1881 -1.1227 -6.6453 -0.2 0.3 0.0
N -1.7435 -1.4570 -4.4826 -0.1 -0.1 -0.1
C -1.0637 -0.2864 -3.9696 0.3 -0.2 0.5
H -3.2900 -2.8587 -6.8564 0.1 -0.1 -0.2
H -2.9050 -3.5676 -5.2925 0.0 0.1 0.0
H -1.7418 -3.7340 -6.6015 -0.1 0.1 -0.3
H -2.1039 -2.1313 -3.8346 -0.2 0.1 0.0
H -1.5817 0.6399 -4.2119 0.0 0.0 -0.1
H -0.0341 -0.2126 -4.3200 -0.1 0.0 -0.3
H -1.0126 -0.4016 -2.8848 -0.1 0.2 0.0
C -3.6955 5.4101 -0.0793 -0.2 0.4 -0.6
C -3.4385 4.3470 -1.1301 0.2 -0.3 0.6
O -2.8185 4.5753 -2.1562 0.1 0.0 -0.3
N -3.8435 3.0958 -0.7925 0.1 -0.3 -0.3
C -3.6588 1.9400 -1.6642 0.0 0.7 -0.3
H -3.3581 6.3738 -0.4549 0.1 -0.1 -0.1
H -3.1368 5.2024 0.8302 -0.2 -0.2 0.1
H -4.7684 5.5178 0.0902 0.1 -0.2 0.4
H -4.5077 2.9582 -0.0481 -0.1 0.3 -0.1
H -4.4411 1.8732 -2.4249 -0.2 -0.1 0.2
H -3.6136 1.0509 -1.0424 0.0 -0.2 -0.1
H -2.7354 2.0581 -2.2302 0.2 -0.1 0.2
C 3.9666 0.0017 1.8696 -0.5 0.1 0.1
C 3.3494 -0.7620 3.0002 0.5 0.1 -0.4
O 2.4880 -1.6361 2.8153 -0.1 -0.6 0.6
N 3.7588 -0.4898 4.2376 -0.1 0.1 0.1
C 3.2426 -1.1481 5.4174 -0.3 -0.4 0.3
H 3.1631 0.6219 1.4592 0.2 0.0 0.0
H 4.2554 -0.6996 1.0903 0.1 0.0 0.0
H 4.7874 0.6285 2.2041 0.1 0.0 -0.1
H 4.3039 0.3418 4.3905 0.1 0.0 -0.2
H 3.4159 -2.2246 5.3971 0.2 0.1 -0.2
H 2.1637 -1.0245 5.5323 0.1 0.2 -0.1
H 3.7450 -0.7358 6.2869 0.0 0.0 0.0
C 4.4319 -3.6727 -1.7380 0.2 0.0 -0.1
C 3.5811 -2.4844 -1.3988 0.2 0.0 0.3
O 3.0790 -2.3500 -0.2615 0.3 0.1 -0.2
N 3.4758 -1.5062 -2.2864 -0.5 -0.2 0.2
C 2.6262 -0.3325 -2.0787 0.1 0.4 -0.3
H 4.0125 -4.5903 -1.3318 -0.1 0.0 0.0
H 5.4017 -3.5313 -1.2548 0.0 0.0 0.0
H 4.6195 -3.7849 -2.8044 -0.1 0.0 0.0
H 3.7813 -1.6728 -3.2311 0.2 0.0 0.1
H 1.9779 -0.4313 -1.2132 0.0 -0.4 -0.1
H 2.0524 -0.1884 -2.9890 -0.2 0.3 0.1
H 3.2233 0.5646 -1.9162 0.1 0.0 -0.2
C 0.2369 2.9192 -1.5126 0.3 0.7 -0.2
C 0.3704 2.7871 -3.0090 -0.1 -0.4 0.0
O 1.2181 2.0410 -3.5064 0.2 0.2 0.1
N -0.4807 3.4958 -3.7673 -0.1 0.2 -0.3
C -0.3493 3.5063 -5.2141 0.3 -0.2 0.1
H 0.8367 2.1394 -1.0536 -0.4 -0.2 0.2
H -0.8066 2.9586 -1.2042 0.0 -0.3 0.2
H 0.6754 3.8759 -1.2042 0.0 0.0 -0.1
H -1.2948 3.9518 -3.3742 0.2 0.1 0.4
H 0.7056 3.4483 -5.4742 0.0 -0.1 0.0
H -0.7322 4.4445 -5.6055 -0.2 -0.1 0.0
H -0.8416 2.6393 -5.6584 -0.1 0.1 -0.2
```
Positions in Å, forces in eV/Å.

No. 2
ORCA calculation (the ωB97M-V functional and the def2-TZVPD basis) on 7 unconnected molecules or ions with the total composition C30H70F12N5O2P2.

Properties
* lowest unoccupied orbital energy: -6.1 eV
* HOMO level: -0.6500 Eh
* calculated total energy: -94967.7376 eV
* molar mass: 822.85 g mol⁻¹
* net charge: +3
* multiplicity: 1
* Kohn-Sham gap: 0.4275 Eh

Structure (XYZ):
```
121
Properties=species:S:1:pos:R:3:forces:R:3
C -25.5400 23.4860 7.5015 -0.1 0.0 -1.2
C -25.1752 22.1619 8.0789 0.1 1.0 0.1
O -25.6793 21.6631 9.0106 -0.3 -0.8 0.8
N -24.0368 21.3878 7.4260 0.1 0.0 -0.4
H -24.0077 21.6864 6.4489 0.0 -0.2 0.0
H -23.1211 21.7138 7.7808 -0.1 -0.3 0.4
C -24.2579 19.8739 7.4877 -0.1 1.5 -0.8
H -26.4119 23.8607 8.0273 0.2 0.2 0.3
H -25.8536 23.3978 6.4518 0.0 -0.4 0.0
H -24.7138 24.1950 7.4333 0.1 -0.1 0.6
H -23.4717 19.4434 6.8805 0.1 -0.3 0.3
H -25.2146 19.7771 6.9802 -0.1 -0.5 0.2
H -24.3053 19.5463 8.5165 0.1 0.0 0.0
C -20.4210 24.3643 13.7931 1.0 1.3 -0.1
C -20.2208 23.1964 12.9025 -0.5 0.3 0.9
O -20.6601 22.1181 13.0806 0.1 -1.0 -0.4
N -19.4391 23.4717 11.6459 0.3 0.8 -0.2
H -20.0633 23.9919 10.9959 -0.3 -0.3 -0.1
H -18.7653 24.2211 11.8387 0.2 -0.4 0.2
C -18.7933 22.2760 11.0346 0.3 0.3 -0.1
H -20.7810 24.1541 14.7943 -0.5 -0.5 -0.3
H -21.0268 25.1067 13.2632 -0.3 -0.1 0.1
H -19.4823 24.8992 13.9914 0.1 -0.2 -0.3
H -19.5458 21.5375 10.7853 0.0 0.0 0.3
H -18.0369 21.9600 11.7475 -0.1 -0.4 0.0
H -18.3078 22.5428 10.0995 -0.1 0.3 0.1
C -18.1053 15.5048 13.4544 -0.7 0.7 -0.8
C -18.8645 16.6131 12.6795 -0.3 -0.2 0.1
C -20.2991 16.1753 12.3757 0.4 0.9 0.5
N -21.1368 17.1743 11.5909 0.1 -0.3 0.5
C -20.6822 17.2210 10.1714 -0.2 -1.1 -0.4
C -21.1812 18.5875 12.1199 -0.9 -0.2 -0.6
C -22.5191 19.1281 11.5735 -0.6 0.2 0.0
C -23.4196 17.9072 11.2716 0.8 -0.2 0.3
C -22.5772 16.7150 11.7383 -0.5 0.2 -1.7
H -17.1717 15.9449 13.7896 0.1 -0.3 0.2
H -17.9282 14.6389 12.8204 0.1 -0.1 0.1
H -18.7344 15.2148 14.2940 0.3 -0.1 0.2
H -18.3741 16.9145 11.7527 0.3 -0.1 0.1
H -18.8798 17.4740 13.3503 -0.1 0.2 -0.2
H -20.8305 16.0874 13.3213 0.0 -0.4 0.0
H -20.3342 15.2437 11.8157 -0.1 -0.1 0.1
H -19.6232 17.4430 10.0858 -0.1 0.6 0.4
H -21.2944 17.8904 9.5770 0.1 0.2 0.2
H -20.7547 16.2198 9.7397 -0.4 -0.1 0.2
H -20.3291 19.1356 11.7340 0.2 0.0 0.5
H -21.2690 18.4992 13.1999 0.5 0.2 0.1
H -22.4670 19.7211 10.6622 0.6 0.2 0.2
H -22.9883 19.7472 12.3361 0.1 0.1 0.0
H -23.5772 17.7866 10.2008 -0.3 0.2 0.0
H -24.3718 17.9675 11.7890 -0.1 -0.1 -0.1
H -22.6812 15.8993 11.0239 -0.1 -0.4 0.4
H -22.8339 16.4037 12.7453 0.5 0.0 0.1
C -17.0295 23.9326 5.4872 -0.3 -0.7 -0.5
C -18.4359 23.4559 5.0872 -0.1 0.3 -1.0
C -19.1275 24.5093 4.2202 0.0 0.5 1.9
N -20.5827 24.2293 3.8384 2.0 1.3 0.5
C -20.6741 22.9349 3.0892 -0.4 1.1 0.3
C -21.0200 25.4871 3.0920 -1.0 -0.2 -0.1
C -22.5396 25.4535 3.3088 1.0 -0.5 -1.5
C -22.6269 25.1643 4.7938 -0.2 0.4 -0.3
C -21.4374 24.2486 5.0965 -1.0 -0.9 -0.7
H -17.0028 24.9190 5.9439 -0.2 -0.2 0.4
H -16.3600 23.9856 4.6270 -0.1 -0.1 -0.1
H -16.6724 23.1255 6.1249 0.4 0.5 0.4
H -19.0350 23.2590 5.9776 0.0 -0.1 0.0
H -18.3522 22.5377 4.4991 0.2 -0.2 0.3
H -18.5075 24.8905 3.4101 -0.4 -0.5 -0.5
H -19.2427 25.3591 4.8987 0.1 0.2 -0.2
H -21.7351 22.7383 2.9604 0.1 -0.2 -0.5
H -20.2466 22.1505 3.7069 0.1 0.1 0.0
H -20.1156 23.1035 2.1733 -0.2 -0.4 -0.2
H -20.6798 25.4545 2.0599 0.0 -0.1 0.0
H -20.5865 26.3452 3.6015 0.2 -0.1 0.0
H -22.8328 24.6401 2.6338 -0.6 -0.2 0.5
H -23.0801 26.3138 2.9222 0.2 0.3 0.4
H -23.5905 24.7149 5.0260 0.1 0.0 0.4
H -22.5075 26.1134 5.3164 -0.2 -0.1 0.2
H -21.7937 23.2235 5.1619 0.2 0.0 0.6
H -20.8784 24.5460 5.9750 0.2 -0.1 -0.1
C -22.0932 18.7311 4.0732 -0.1 0.9 0.4
C -21.0634 17.6101 4.2589 0.0 -0.8 -0.9
C -19.5937 18.0195 3.9723 -1.1 1.1 0.6
N -18.5406 16.9523 4.1510 0.0 -0.4 -0.1
C -18.6740 16.0586 2.9688 0.3 0.2 -1.2
C -17.1272 17.5184 4.3055 0.0 -1.0 0.0
C -16.9193 17.8262 5.7906 -0.1 0.7 -0.1
C -18.0729 17.0893 6.5034 0.1 -0.5 -1.8
C -18.5608 16.1012 5.4366 -0.3 0.7 -0.2
H -21.8599 19.3578 3.2078 0.3 0.1 0.2
H -22.2063 19.3512 4.9646 0.5 0.2 -0.1
H -23.1316 18.4638 3.8633 0.3 -1.0 0.0
H -21.3541 16.8953 3.4837 0.2 -0.4 0.2
H -21.1209 17.0936 5.2148 -0.3 0.3 0.1
H -19.3280 18.9008 4.5563 0.1 -0.3 0.3
H -19.5905 18.3741 2.9417 0.5 -0.3 -0.1
H -19.6730 15.6418 2.8752 0.0 -0.1 0.5
H -17.9186 15.2788 2.9054 0.0 0.0 0.5
H -18.5421 16.6705 2.0744 0.1 0.1 0.1
H -16.5386 16.6138 4.1493 0.2 0.2 -0.5
H -16.8555 18.2622 3.5634 -0.3 0.1 0.0
H -15.8976 17.5155 6.0015 -0.2 -0.2 0.5
H -16.9907 18.8865 6.0322 0.1 0.0 -0.1
H -17.8137 16.5828 7.4257 -0.2 0.3 0.2
H -18.8824 17.8105 6.5076 -0.1 0.1 1.2
H -17.8581 15.3019 5.2124 -0.1 -0.2 0.2
H -19.5640 15.7143 5.5916 0.1 -0.1 0.0
P -21.7505 24.5332 9.1110 -0.4 2.1 0.7
F -21.7971 23.1554 9.9591 0.5 -0.4 -0.5
F -22.3969 23.8900 7.7624 -0.5 -0.7 0.3
F -23.1917 24.8499 9.7747 0.3 0.0 -0.7
F -21.7465 25.9754 8.3943 0.0 -0.5 -0.3
F -20.9859 25.2877 10.3790 -0.1 -0.6 0.4
F -20.2917 24.1762 8.5395 0.1 -0.1 -0.1
P -20.3875 20.3357 7.5143 0.4 1.8 4.3
F -21.2371 19.0240 7.1137 0.5 0.0 -0.4
F -19.2724 20.1884 6.4042 -0.3 0.0 -0.6
F -21.3567 21.2411 6.5732 0.6 0.0 -0.4
F -19.6255 21.6346 8.2211 0.3 -0.1 -2.2
F -21.4298 20.6437 8.7571 -1.3 -1.0 -0.3
F -19.5022 19.4506 8.5541 -0.1 -0.8 -0.5
```
Positions in Å, forces in eV/Å.